Record 1
# C30H73Li2N5O12

A structure of composition C30H73Li2N5O12 in a non-equilibrium geometry (wB97M-V/def2-TZVPD, the Open Molecules 2025 dataset).

Output
Kohn-Sham gap (eV): 6.63
Highest occupied orbital energy (Eh): -0.2427
Electronic energy (hartree): -2378.390856
M (u): 709.82
Lowest unoccupied orbital energy (eV): 0.0

```
122
Properties=species:S:1:pos:R:3:mulliken_charge:R:1
Li -0.2861 -1.3427 -2.0559 0.948
Li -3.4002 -0.0876 0.0478 0.615
C 0.4489 0.6721 1.5307 -0.533
C -0.1897 0.0773 0.2244 0.051
O -1.3990 -0.0556 0.1488 0.204
O 0.5654 -0.1645 -0.7088 -0.935
H 1.4734 0.9527 1.2861 -0.194
H 0.5171 -0.0254 2.3656 -0.152
H -0.1699 1.5070 1.8594 0.336
C -2.7868 -0.2717 4.1453 -0.206
C -4.0104 -0.7341 3.4815 0.077
O -4.1948 -0.6486 2.2460 -0.657
O -4.8151 -1.3695 4.1139 -0.769
H -2.2784 -1.0952 4.6466 0.385
H -3.0956 0.3616 4.9770 0.306
H -2.0995 0.1972 3.4411 -0.307
C 1.7034 -1.1155 -5.1484 -1.758
C 1.4691 -2.3524 -4.4088 1.132
C 2.1543 -3.6166 -4.9834 -0.819
O 1.7118 -3.8534 -6.3495 -0.370
C 2.3089 -5.0506 -6.9176 -0.735
N 1.4777 -2.1095 -2.9969 0.469
H 2.7768 -1.0078 -5.3039 0.305
H 1.5314 -0.1614 -4.6502 0.442
H 1.1812 -0.9318 -6.0874 0.339
H 0.4370 -2.5836 -4.6721 -0.477
H 1.9195 -4.4716 -4.3493 0.480
H 3.2275 -3.4337 -5.0372 0.383
H 1.7740 -5.2601 -7.8440 0.265
H 2.1776 -5.9351 -6.2943 0.301
H 3.3422 -4.8051 -7.1627 0.282
H 2.2831 -2.6373 -2.6922 0.444
H 1.9297 -1.2173 -2.8564 -0.328
C 4.3090 1.3348 -0.7676 -1.415
C 4.0959 0.1854 -1.6808 0.591
C 3.9091 -1.2557 -1.0885 -0.609
O 4.0151 -2.3581 -1.9847 -0.363
C 5.2752 -2.4886 -2.7464 -0.961
N 2.8989 0.5082 -2.4380 -0.124
H 5.1630 1.1301 -0.1219 0.429
H 3.4793 1.2986 -0.0616 0.095
H 4.4599 2.2473 -1.3444 0.426
H 4.9444 0.1698 -2.3648 0.278
H 3.0348 -1.2757 -0.4379 -0.049
H 4.7198 -1.3042 -0.3614 0.572
H 6.2400 -2.2768 -2.2856 0.398
H 5.2497 -1.9766 -3.7084 0.310
H 5.3555 -3.5627 -2.9134 0.300
H 2.0829 0.1967 -1.9309 -0.320
H 2.7694 1.5097 -2.4538 0.410
C -5.6361 0.7029 -3.3510 -0.863
O -4.4979 1.4928 -2.8266 -0.140
C -4.7828 2.5748 -1.9699 -0.963
C -3.6985 2.8915 -0.9056 -0.681
N -3.7073 1.9724 0.2078 0.609
C -2.7700 2.3886 1.1397 0.246
C -3.0221 3.7676 1.8603 -1.204
O -4.4340 3.9785 2.1832 -0.398
C -5.0465 3.0554 3.1637 -0.647
H -6.4234 0.4130 -2.6551 0.361
H -5.2336 -0.2161 -3.7772 0.245
H -6.0926 1.2852 -4.1513 0.330
H -5.7125 2.4186 -1.4228 0.433
H -5.0437 3.4729 -2.5297 0.369
H -3.7820 3.8912 -0.4793 0.455
H -2.7074 2.9293 -1.3576 0.483
H -4.5620 2.2533 0.6667 0.263
H -1.7870 2.4374 0.6712 0.295
H -2.6443 1.6301 1.9122 -0.720
H -2.6139 4.4508 1.1156 0.619
H -2.3526 3.7360 2.7199 0.433
H -6.0792 3.4002 3.1102 0.272
H -4.7948 3.2172 4.2118 0.312
H -5.1904 2.0082 2.8976 0.210
C -1.9706 0.2551 -4.3225 -0.939
O -1.4708 -0.9286 -3.6300 -0.048
C -2.4410 -1.9982 -3.6865 -0.626
C -1.9045 -3.3022 -2.8763 -0.810
N -1.5832 -2.9266 -1.4789 -0.019
C -0.9565 -4.1179 -0.8204 -0.854
C -0.1385 -3.6966 0.4225 0.198
O 0.6363 -4.8424 0.8990 -0.431
C 0.5817 -5.0706 2.2410 -0.729
H -1.6414 1.2562 -4.0441 0.357
H -3.0456 0.3805 -4.4523 0.176
H -1.6426 0.1833 -5.3595 0.386
H -2.6129 -2.3255 -4.7119 0.567
H -3.4672 -1.9144 -3.3288 0.295
H -0.9943 -3.6706 -3.3495 0.121
H -2.5640 -4.1622 -2.9930 0.531
H -2.3988 -2.6178 -0.9696 0.028
H -0.3743 -4.6724 -1.5564 0.431
H -1.7980 -4.7427 -0.5211 0.325
H -0.8253 -3.3237 1.1823 0.414
H 0.6465 -2.9624 0.2412 -0.259
H 1.1087 -4.2527 2.7324 0.246
H 0.9666 -6.0636 2.4733 0.283
H -0.4468 -5.0342 2.6003 0.344
C 3.7249 7.2965 4.9649 -0.738
O 2.9692 6.1589 5.5326 -0.314
C 3.2016 5.0887 4.6827 -0.560
C 2.6522 3.7545 5.3338 -0.760
N 1.2510 3.4800 5.0232 -0.132
C 0.8022 2.1009 5.3894 -1.031
C 1.4917 0.8447 4.8531 -0.140
O 0.6323 -0.2411 5.2703 -0.306
C 1.0388 -1.4580 4.6612 -0.896
H 3.3809 8.2294 5.4114 0.281
H 3.4824 7.4620 3.9152 0.304
H 4.7819 7.0313 4.9896 0.301
H 4.2598 4.8343 4.6226 0.318
H 2.6946 5.2013 3.7244 0.344
H 2.5608 3.9281 6.4060 0.409
H 3.2924 2.8822 5.2022 0.453
H 0.7105 4.2249 5.4393 0.252
H -0.2330 2.0458 5.0527 0.210
H 0.7696 1.8162 6.4410 0.326
H 2.4728 0.7261 5.3128 0.456
H 1.7002 0.9748 3.7911 0.331
H 0.3524 -2.3045 4.6816 0.307
H 1.8957 -1.8014 5.2408 0.455
H 1.3800 -1.3892 3.6283 0.326
```

Record 2
# C30H73N2O7S

A cluster of 7 separate species, C30H73N2O7S in total in a non-equilibrium geometry (wB97M-V/def2-TZVPD, the Open Molecules 2025 dataset).

Output
Kohn-Sham gap (spin up / spin down) (eV): 8.91 / 8.96
Highest occupied orbital energy (spin up / spin down) (Eh): -0.3096 / -0.3198
<S²>: 0.754
Electronic energy (hartree): -2221.100267
M (u): 605.99
Lowest unoccupied orbital energy (spin up / spin down) (eV): 0.5 / 0.3
Spin multiplicity: 2

```
113
Properties=species:S:1:pos:R:3:mulliken_spin:R:1
C 1.9433 0.8105 -0.9623 -0.002
C 0.5929 0.3303 -0.3139 -0.003
C -0.0640 -0.8538 -1.0884 -0.003
N 0.8969 -1.9363 -1.3264 -0.005
C 0.3513 -3.2741 -1.1589 0.010
S -1.0855 -3.3960 -2.3531 0.001
C 1.4171 -4.3777 -1.5080 0.010
C 2.5502 -4.5643 -0.4383 -0.005
C 3.8433 -3.8683 -1.0318 0.002
C 2.9127 -6.0985 -0.4089 0.014
N 2.2765 -3.9900 0.8817 0.397
O 2.8483 -2.8596 1.0992 0.522
C 0.8754 -4.0685 1.3241 0.006
C 0.7420 -3.0825 2.5509 -0.002
C 0.5849 -5.4912 1.9342 0.010
C -0.1961 -3.6063 0.2788 0.015
H 2.0166 0.5711 -2.0404 0.001
H 2.7854 0.3210 -0.4221 0.003
H 2.0500 1.9047 -0.8456 0.000
H 0.8084 0.0660 0.7434 0.003
H -0.0878 1.2087 -0.3139 0.002
H -1.0132 -1.1606 -0.6066 0.000
H -0.3393 -0.4394 -2.0901 0.001
H 1.7728 -1.8067 -0.8322 -0.003
H -1.0370 -4.6929 -2.7851 0.000
H 1.8249 -4.2610 -2.5342 0.004
H 0.8393 -5.3343 -1.5393 0.000
H 3.6819 -2.8037 -1.2684 0.008
H 4.6827 -4.0507 -0.3360 0.003
H 4.0510 -4.3874 -1.9944 -0.001
H 3.7492 -6.2446 0.3002 -0.007
H 3.2899 -6.3759 -1.4185 0.002
H 2.0388 -6.7447 -0.2160 0.001
H 1.5108 -3.2531 3.3218 0.001
H -0.2756 -3.2594 2.9723 -0.002
H 0.7143 -2.0340 2.1914 0.016
H 0.4908 -6.2793 1.1633 -0.001
H -0.3615 -5.4974 2.5111 0.000
H 1.4371 -5.7030 2.6161 -0.004
H -0.9071 -4.4564 0.1497 -0.002
H -0.7985 -2.7925 0.7301 0.001
C -2.6967 4.4035 -1.6398 0.000
C -1.3524 3.9683 -1.0784 0.000
C -1.3519 3.9895 0.4418 0.000
O -0.3218 4.8338 -1.5651 0.000
H -2.9307 5.4287 -1.3348 0.000
H -2.6785 4.3932 -2.7308 0.000
H -3.4975 3.7499 -1.3005 0.000
H -1.1175 2.9618 -1.4319 0.000
H -1.5389 5.0006 0.8157 0.000
H -0.3770 3.6830 0.8269 0.000
H -2.1141 3.3217 0.8492 0.000
H -0.5189 5.7246 -1.2598 0.000
C -2.4619 -1.5420 5.8096 0.000
C -2.3944 -0.8223 4.4718 0.000
C -3.3418 0.3668 4.4347 0.000
O -2.7249 -1.7314 3.4213 0.000
H -3.4688 -1.9305 5.9907 0.000
H -1.7837 -2.3974 5.8186 0.000
H -2.1934 -0.8753 6.6313 0.000
H -1.3727 -0.4830 4.2895 0.000
H -4.3779 0.0417 4.5702 0.000
H -3.2892 0.8682 3.4665 0.000
H -3.0995 1.0900 5.2158 0.000
H -3.6243 -2.0405 3.5669 0.000
C 3.9079 5.7627 1.6112 0.000
C 3.4056 4.3374 1.7827 0.000
C 4.1532 3.3720 0.8778 0.000
O 2.0113 4.2806 1.4858 0.000
H 3.7564 6.1059 0.5836 0.000
H 3.3543 6.4442 2.2597 0.000
H 4.9706 5.8392 1.8504 0.000
H 3.5239 4.0305 2.8240 0.000
H 4.0080 3.6347 -0.1743 0.000
H 3.7720 2.3578 1.0077 0.000
H 5.2241 3.3738 1.0918 0.000
H 1.8959 4.5505 0.5668 0.000
C -7.1751 4.5744 -0.5811 0.000
C -6.5393 4.9223 -1.9183 0.000
C -7.5912 5.0907 -3.0037 0.000
O -5.6222 3.8956 -2.2942 0.000
H -7.7209 3.6285 -0.6459 0.000
H -6.4087 4.4481 0.1861 0.000
H -7.8677 5.3538 -0.2575 0.000
H -5.9622 5.8442 -1.8209 0.000
H -8.1507 4.1619 -3.1485 0.000
H -7.1207 5.3312 -3.9587 0.000
H -8.2961 5.8855 -2.7518 0.000
H -6.1174 3.0751 -2.3844 0.000
C 4.1636 1.1817 3.8933 0.000
C 3.7060 -0.2543 4.0997 -0.001
C 4.4852 -1.2154 3.2139 0.004
O 2.3133 -0.3571 3.8117 0.000
H 3.9985 1.4956 2.8584 0.000
H 3.5908 1.8615 4.5277 0.000
H 5.2243 1.2966 4.1267 0.000
H 3.8359 -0.5330 5.1476 0.000
H 4.3323 -0.9819 2.1571 0.003
H 4.1427 -2.2400 3.3631 -0.003
H 5.5554 -1.1690 3.4299 0.000
H 2.1856 -0.1146 2.8889 0.002
C 0.4186 -1.2586 -6.0028 0.000
C -0.1497 -2.2265 -7.0281 0.000
C -1.6154 -1.9350 -7.3111 0.000
O -0.0127 -3.5628 -6.5505 0.000
H -0.1125 -1.3462 -5.0508 0.000
H 1.4675 -1.4841 -5.8017 0.000
H 0.3441 -0.2256 -6.3501 0.000
H 0.4234 -2.1576 -7.9549 0.000
H -2.2142 -2.0436 -6.4020 0.000
H -2.0127 -2.6430 -8.0410 0.000
H -1.7502 -0.9225 -7.6974 0.000
H -0.5158 -3.6358 -5.7312 0.000
```